1.
Density functional theory data (ωB97M-V with the def2-TZVPD basis set) for a cluster of 2 separate species, BrH2NOS in total.

Bonds (Å) are listed after each position.
Geometry (Å):
1 N 0.94 -0.28 -0.92  S3 1.423
2 O -2.14 -0.48 0.44  H5 0.941, H6 1.005
3 S 1.79 -0.41 0.21  N1 1.423, Br4 2.505
4 Br 3.67 1.24 0.11  S3 2.505
5 H -1.35 -0.09 0.11  O2 0.941
6 H -2.92 0.02 0.05  O2 1.005

As for the LUMO energy: -2.17 eV. The frontier orbital gap comes out at 8.172 eV. The calculation puts the highest occupied orbital energy at -10.340 eV. As for the energy relative to the best compared isomer or geometry (same formula, charge and spin): 25.43 kcal/mol.

Results of the Löwdin charge analysis, in e, for atoms 1 through 2: number 1, N, carries -0.4516; number 2, O, carries -0.0827

2.
Density functional theory data (ωB97M-V with the def2-TZVPD basis set) for a cluster of 3 separate species, C2H2Br3O2P in total.

Bonds (Å) are listed after each position.
Geometry (Å):
1 C -1.97 2.41 -0.05  O3 1.159, O4 1.112
2 C 2.24 -0.86 0.05  P5 1.685, H9 1.093
3 O -0.81 2.53 -0.01  C1 1.159
4 O -3.07 2.32 -0.11  C1 1.112
5 P 0.60 -1.23 -0.04  C2 1.685, Br6 2.241, Br7 2.447, Br8 2.194
6 Br -0.38 -1.07 1.97  P5 2.241
7 Br -1.50 -0.80 -1.24  P5 2.447
8 Br 0.41 -3.40 -0.24  P5 2.194
9 H 2.97 -0.72 -0.75  C2 1.093
10 H 1.51 0.83 0.43  no bonds

As for the LUMO energy (spin up / spin down): -1.79 / -1.79 eV. The frontier orbital gap (spin up / spin down) comes out at 8.118 / 8.117 eV. The calculation puts the highest occupied orbital energy (spin up / spin down) at -9.906 / -9.905 eV. As for the energy relative to the best compared isomer or geometry (same formula, charge and spin): 42.66 kcal/mol.

Results of the Löwdin charge analysis, in e, for atoms 1 through 2: number 1, C, carries -0.5208; number 2, C, carries -0.3168

3.
Density functional theory data (ωB97M-V with the def2-TZVPD basis set) for a cluster of 12 separate species, C32H56ClN6O9S3 in total.

Bonds (Å) are listed after each position.
Geometry (Å):
1 Cl -0.07 0.23 0.64  O2 1.442, O3 1.433, O4 1.454, O5 1.449
2 O -0.65 1.47 1.09  Cl1 1.442
3 O 1.32 0.38 0.32  Cl1 1.433
4 O -0.20 -0.70 1.74  Cl1 1.454
5 O -0.81 -0.26 -0.50  Cl1 1.449
6 C 3.75 -1.86 2.23  O7 1.445, H8 1.089, H9 1.096, H10 1.088
7 O 4.42 -1.40 3.42  C6 1.445, H11 0.960
8 H 2.86 -1.27 2.01  C6 1.089
9 H 4.41 -1.67 1.38  C6 1.096
10 H 3.58 -2.93 2.36  C6 1.088
11 H 5.01 -2.12 3.65  O7 0.960
12 C -4.00 0.09 -1.97  O13 1.432, H14 1.095, H15 1.092, H16 1.085
13 O -3.67 -0.30 -0.63  C12 1.432, H17 0.968
14 H -3.84 1.17 -1.99  C12 1.095
15 H -3.36 -0.40 -2.70  C12 1.092
16 H -5.05 -0.13 -2.14  C12 1.085
17 H -2.79 0.02 -0.38  O13 0.968
18 N -2.93 -3.33 -0.45  C19 1.369, C22 1.378, H23 1.006
19 C -3.56 -4.46 -0.88  N18 1.369, C20 1.371, H24 1.078
20 C -3.15 -5.51 -0.11  C19 1.371, C21 1.397, H25 1.080
21 C -2.21 -5.02 0.80  C20 1.397, C22 1.378, H26 1.080
22 C -2.16 -3.65 0.65  N18 1.378, C21 1.378, H27 1.078
23 H -3.00 -2.40 -0.83  N18 1.006
24 H -4.21 -4.45 -1.75  C19 1.078
25 H -3.37 -6.56 -0.24  C20 1.080
26 H -1.59 -5.54 1.51  C21 1.080
27 H -1.49 -2.93 1.09  C22 1.078
28 N 3.49 2.48 -2.52  C29 1.377, C32 1.370, H33 1.003
29 C 4.08 3.05 -3.62  N28 1.377, C30 1.361, H34 1.077
30 C 3.09 3.55 -4.41  C29 1.361, C31 1.410, H35 1.078
31 C 1.86 3.30 -3.78  C30 1.410, C32 1.384, H36 1.078
32 C 2.14 2.71 -2.56  N28 1.370, C31 1.384, H37 1.078
33 H 3.97 2.11 -1.72  N28 1.003
34 H 5.15 2.96 -3.76  C29 1.077
35 H 3.17 4.06 -5.36  C30 1.078
36 H 0.89 3.55 -4.17  C31 1.078
37 H 1.45 2.34 -1.82  C32 1.078
38 N -3.97 2.99 0.93  C39 1.384, C42 1.367, H43 1.008
39 C -4.31 1.96 1.79  N38 1.384, C40 1.377, H44 1.073
40 C -5.51 2.36 2.33  C39 1.377, C41 1.397, H45 1.084
41 C -5.92 3.59 1.81  C40 1.397, C42 1.379, H46 1.075
42 C -4.94 3.95 0.91  N38 1.367, C41 1.379, H47 1.078
43 H -3.07 3.02 0.48  N38 1.008
44 H -3.69 1.09 1.92  C39 1.073
45 H -6.09 1.76 3.03  C40 1.084
46 H -6.81 4.16 1.98  C41 1.075
47 H -4.79 4.89 0.39  C42 1.078
48 N 0.25 -0.44 -6.35  C49 1.380, C52 1.369, H53 1.001
49 C 0.12 0.16 -5.11  N48 1.380, C50 1.364, H54 1.077
50 C -0.29 -0.80 -4.24  C49 1.364, C51 1.424, H55 1.080
51 C -0.45 -2.02 -4.97  C50 1.424, C52 1.365, H56 1.078
52 C -0.05 -1.78 -6.25  N48 1.369, C51 1.365, H57 1.078
53 H 0.54 0.02 -7.18  N48 1.001
54 H 0.43 1.19 -5.00  C49 1.077
55 H -0.50 -0.73 -3.18  C50 1.080
56 H -0.88 -2.88 -4.48  C51 1.078
57 H -0.10 -2.37 -7.15  C52 1.078
58 N 0.04 -4.47 3.75  C59 1.354, C62 1.383, H63 1.001
59 C 0.72 -4.00 2.67  N58 1.354, C60 1.368, H64 1.082
60 C 1.28 -5.03 1.97  C59 1.368, C61 1.432, H65 1.077
61 C 0.89 -6.22 2.66  C60 1.432, C62 1.379, H66 1.076
62 C 0.09 -5.85 3.72  N58 1.383, C61 1.379, H67 1.076
63 H -0.40 -3.86 4.41  N58 1.001
64 H 0.68 -2.93 2.49  C59 1.082
65 H 1.82 -4.91 1.04  C60 1.077
66 H 1.12 -7.24 2.39  C61 1.076
67 H -0.33 -6.44 4.51  C62 1.076
68 N -2.39 4.39 -2.03  C69 1.361, C72 1.379, H73 1.003
69 C -2.31 5.75 -2.13  N68 1.361, C70 1.384, H74 1.077
70 C -1.12 6.15 -1.55  C69 1.384, C71 1.414, H75 1.076
71 C -0.58 4.99 -0.94  C70 1.414, C72 1.367, H76 1.075
72 C -1.31 3.90 -1.32  N68 1.379, C71 1.367, H77 1.078
73 H -3.11 3.83 -2.44  N68 1.003
74 H -3.07 6.28 -2.68  C69 1.077
75 H -0.71 7.14 -1.53  C70 1.076
76 H 0.35 4.97 -0.39  C71 1.075
77 H -1.18 2.86 -1.10  C72 1.078
78 C -0.85 0.32 4.90  S79 1.829, H82 1.089, H83 1.088, H84 1.091
79 S 0.69 0.30 5.89  C78 1.829, O80 1.506, C81 1.815
80 O 0.34 -0.26 7.24  S79 1.506
81 C 1.56 -0.97 4.92  S79 1.815, H85 1.085, H86 1.086, H87 1.093
82 H -1.35 -0.63 5.05  C78 1.089
83 H -0.69 0.62 3.87  C78 1.088
84 H -1.45 1.09 5.39  C78 1.091
85 H 2.28 -1.47 5.56  C81 1.085
86 H 1.97 -0.55 4.01  C81 1.086
87 H 0.82 -1.71 4.58  C81 1.093
88 C 2.85 -1.03 -2.60  S89 1.828, H92 1.090, H93 1.089, H94 1.088
89 S 2.36 -2.77 -2.92  C88 1.828, O90 1.527, C91 1.826
90 O 3.63 -3.56 -2.64  S89 1.527
91 C 1.48 -2.90 -1.33  S89 1.826, H95 1.091, H96 1.088, H97 1.090
92 H 3.38 -0.64 -3.48  C88 1.090
93 H 3.57 -1.06 -1.78  C88 1.089
94 H 1.97 -0.44 -2.39  C88 1.088
95 H 0.58 -2.29 -1.36  C91 1.091
96 H 2.13 -2.62 -0.50  C91 1.088
97 H 1.22 -3.95 -1.18  C91 1.090
98 C 3.50 1.85 2.67  S99 1.833, H102 1.085, H103 1.088, H104 1.093
99 S 3.08 3.64 2.66  C98 1.833, O100 1.509, C101 1.833
100 O 4.37 4.42 2.55  S99 1.509
101 C 2.34 3.53 0.99  S99 1.833, H105 1.087, H106 1.084, H107 1.089
102 H 4.04 1.56 3.56  C98 1.085
103 H 4.02 1.64 1.73  C98 1.088
104 H 2.54 1.33 2.66  C98 1.093
105 H 3.08 3.03 0.38  C101 1.087
106 H 2.15 4.52 0.59  C101 1.084
107 H 1.42 2.97 1.19  C101 1.089

As for the LUMO energy: 2.18 eV. As for the charge: -1. The frontier orbital gap comes out at 8.014 eV. The calculation puts the highest occupied orbital energy at -5.833 eV.

Results of the Löwdin charge analysis, in e, for atoms 1 through 2: number 1, Cl, carries 0.6374; number 2, O, carries -0.3601

4.
Density functional theory data (ωB97M-V with the def2-TZVPD basis set) for the ion C3H6N3O with charge +1.

Bonds (Å) are listed after each position.
Geometry (Å):
1 O 0.58 0.60 1.90  N2 1.333, H8 1.000
2 N 0.03 0.48 0.69  O1 1.333, C3 1.331, C7 1.425
3 C -1.30 0.43 0.59  N2 1.331, N4 1.288, H9 1.047
4 N -1.94 0.00 -0.44  C3 1.288, N5 1.371, H10 1.015
5 N -1.27 -0.73 -1.39  N4 1.371, C6 1.275
6 C 0.00 -0.77 -1.30  N5 1.275, C7 1.519, H11 1.102
7 C 0.87 0.08 -0.39  N2 1.425, C6 1.519, H12 1.115, H13 1.257
8 H 0.89 1.55 2.01  O1 1.000
9 H -1.84 0.92 1.34  C3 1.047
10 H -2.89 0.28 -0.68  N4 1.015
11 H 0.62 -1.49 -1.86  C6 1.102
12 H 1.74 -0.52 -0.03  C7 1.115
13 H 1.36 1.11 -0.90  C7 1.257

As for the LUMO energy: -4.63 eV. As for the SMILES: ON1C=[NH+]N=CC1. As for the charge: +1. The frontier orbital gap comes out at 9.998 eV. The calculation puts the highest occupied orbital energy at -14.631 eV. As for the energy relative to the best compared isomer or geometry (same formula, charge and spin): 67.52 kcal/mol.

Results of the Löwdin charge analysis, in e, for atoms 1 through 2: number 1, O, carries 0.0857; number 2, N, carries -0.1664

5.
Density functional theory data (ωB97M-V with the def2-TZVPD basis set) for an isolated molecule of C10H11N3O3S.

Bonds (Å) are listed after each position.
Geometry (Å):
1 C -1.75 -1.96 1.62  N2 1.486, H18 1.115, H19 1.069, H20 1.076
2 N -0.94 -1.07 0.74  C1 1.486, N3 1.377, C12 1.394
3 N -0.06 -0.15 1.26  N2 1.377, C4 1.305
4 C 0.50 0.47 0.26  N3 1.305, C5 1.462, C11 1.458
5 C 1.38 1.64 0.37  C4 1.462, C6 1.382, C10 1.410
6 C 1.69 2.45 -0.70  C5 1.382, C7 1.423, H21 1.046
7 C 2.60 3.52 -0.54  C6 1.423, C8 1.421, H22 1.078
8 C 3.13 3.86 0.74  C7 1.421, C9 1.399, H23 1.082
9 C 2.80 3.04 1.83  C8 1.399, C10 1.394, H24 1.078
10 C 1.93 1.97 1.63  C5 1.410, C9 1.394, H25 1.057
11 C 0.00 -0.14 -0.97  C4 1.458, C12 1.346, H26 1.073
12 C -0.90 -1.09 -0.65  N2 1.394, C11 1.346, N13 1.390
13 N -1.67 -1.79 -1.57  C12 1.390, S14 1.702, H27 1.008
14 S -2.53 -3.24 -1.30  N13 1.702, O15 1.454, O16 1.468, O17 1.624
15 O -3.88 -2.98 -0.83  S14 1.454
16 O -1.77 -4.23 -0.53  S14 1.468
17 O -2.68 -3.78 -2.82  S14 1.624, H28 0.995
18 H -1.73 -1.64 2.68  C1 1.115
19 H -2.78 -1.93 1.33  C1 1.069
20 H -1.40 -2.98 1.56  C1 1.076
21 H 1.24 2.24 -1.62  C6 1.046
22 H 2.88 4.19 -1.33  C7 1.078
23 H 3.77 4.72 0.90  C8 1.082
24 H 3.17 3.23 2.82  C9 1.078
25 H 1.73 1.37 2.48  C10 1.057
26 H 0.19 0.17 -1.98  C11 1.073
27 H -1.32 -1.80 -2.51  N13 1.008
28 H -3.63 -4.10 -2.86  O17 0.995

As for the LUMO energy: 0.16 eV. As for the SMILES: Cn1nc(-c2ccccc2)cc1NS(=O)(=O)O. The frontier orbital gap comes out at 8.607 eV. The calculation puts the highest occupied orbital energy at -8.443 eV. As for the energy relative to the best compared isomer or geometry (same formula, charge and spin): 32.44 kcal/mol.

Results of the Löwdin charge analysis, in e, for atoms 1 through 2: number 1, C, carries -0.0065; number 2, N, carries -0.0986

no.,largest force on an atom (eV/A)
1,2.533
2,5.531
3,2.604
4,3.352
5,2.879